This record from the Open Molecules 2025 dataset describes a 2-piece molecular cluster, C2H7NS2 overall at a distorted geometry. The level of theory is ωB97M-V with the def2-TZVPD basis set.

The geometry in XYZ format:
```
12
Properties=species:S:1:pos:R:3:forces:R:3:lowdin_charge:R:1
C 4.88996 1.17892 -2.02423 -0.7 0.9 0.6 -0.17
N 5.08581 0.81608 -3.20705 0.6 -0.4 -0.5 0.01
H 4.80499 2.25238 -1.84694 0.0 0.1 -0.1 0.05
H 4.68121 0.62641 -1.10258 0.4 -0.7 -0.3 0.06
H 5.20493 -0.18924 -3.36231 -0.3 0.1 0.4 0.04
C -4.45849 -0.42438 1.31834 0.1 -0.4 -0.4 -0.50
S -3.57477 -1.66646 2.29302 0.0 0.0 -0.1 0.35
S -1.83602 -0.65407 2.59122 0.7 0.4 0.6 0.28
H -5.49844 -0.73051 1.37316 -0.2 0.1 0.0 0.02
H -4.12984 -0.44333 0.28075 0.0 0.0 0.0 0.03
H -4.32091 0.57187 1.71914 -0.1 0.0 0.2 0.02
H -0.84842 -1.33768 1.96747 -0.6 -0.2 -0.3 -0.19
```
Positions in Å, forces in eV/Å.

Properties
Electronic energy = -931.48145 a.u.
M = 109.22 g/mol
LUMO energy = 0.50 eV
Gap between HOMO and LUMO = 0.3431 Eh
Structure (SMILES) = C=N.CSS

---

This record from the Open Molecules 2025 dataset describes a single C2H7NSi molecule at a distorted geometry. The level of theory is ωB97M-V with the def2-TZVPD basis set.

The geometry in XYZ format:
```
11
Properties=species:S:1:pos:R:3:forces:R:3:lowdin_charge:R:1
C -2.11329 0.61631 -0.22360 0.6 -3.3 1.6 -0.12
N -1.62970 -0.46090 0.32460 -2.4 3.8 0.0 -0.19
Si -0.11468 -1.03196 -0.16798 0.6 -0.3 0.4 0.48
C 1.34161 0.08302 0.24449 0.0 2.6 -0.9 -0.27
H -3.00239 1.05758 0.16946 -0.7 0.4 0.3 0.05
H -1.75253 1.02666 -1.13372 0.7 0.7 -0.9 0.04
H -0.43242 -1.24168 -1.58914 0.8 -0.4 -0.4 -0.04
H -0.01037 -2.21975 0.70474 0.5 -0.3 -0.5 -0.04
H 2.19177 -0.53605 0.06542 1.0 -0.4 -0.1 -0.02
H 1.51476 1.05610 -0.40066 -0.6 -2.0 0.9 0.07
H 1.42631 0.48278 1.27744 -0.4 -0.7 -0.4 0.03
```
Positions in Å, forces in eV/Å.

Properties
Electronic energy = -424.60790 a.u.
M = 73.17 g/mol
LUMO energy = 0.76 eV
Gap between HOMO and LUMO = 0.3713 Eh
Structure (SMILES) = C=N[SiH2]C

---

This record from the Open Molecules 2025 dataset describes a 2-piece molecular cluster, C2H7O overall. The level of theory is ωB97M-V with the def2-TZVPD basis set.

The geometry in XYZ format:
```
10
Properties=species:S:1:pos:R:3:forces:R:3:lowdin_charge:R:1
O -1.34030 0.34997 2.60396 0.9 0.0 0.0 -0.64
H -2.28074 0.30783 2.49411 -0.9 0.0 -0.1 -0.25
C 0.10045 -0.10395 -1.31623 0.1 -0.5 -0.3 -0.19
C 0.76913 -0.03794 0.04738 0.8 0.0 0.3 -0.19
H 0.60048 0.46303 -2.10676 0.1 0.2 0.2 0.04
H 0.11206 -1.13662 -1.67731 -0.2 0.0 0.0 0.05
H -0.93708 0.21567 -1.28942 -0.1 0.1 0.1 0.05
H 1.56855 -0.78104 0.15679 -0.2 -0.3 -0.2 0.05
H 0.07476 -0.15958 0.88445 -0.2 0.2 0.0 0.02
H 1.33269 0.88264 0.20302 -0.4 0.4 0.0 0.05
```
Positions in Å, forces in eV/Å.

Properties
Electronic energy = -155.60390 a.u.
Charge = -1
M = 47.08 g/mol
LUMO energy = 4.33 eV
Gap between HOMO and LUMO = 0.2364 Eh

---

This record from the Open Molecules 2025 dataset describes a 2-piece molecular cluster, C2H7O2 overall. The level of theory is ωB97M-V with the def2-TZVPD basis set.

The geometry in XYZ format:
```
11
Properties=species:S:1:pos:R:3:forces:R:3:lowdin_charge:R:1
O -0.37805 -1.31318 1.93502 -0.1 0.2 -0.6 -0.04
H 0.41256 -1.17628 2.46638 -0.1 -0.2 0.2 0.07
H 0.83773 2.29138 -0.28936 -0.1 0.4 0.2 0.13
H -1.05323 -1.70096 2.50267 0.2 0.0 0.1 0.07
C 0.47417 1.69348 -1.12061 0.3 -0.8 -0.2 0.03
C -0.17472 0.52908 -0.54898 -0.4 -0.2 0.8 -0.06
O 0.18074 -0.63941 -0.83569 0.0 -0.1 -0.5 0.23
H 1.30509 1.37141 -1.74147 0.0 0.1 -0.2 0.12
H -0.25564 2.26469 -1.69441 -0.1 0.2 0.1 0.13
H -0.94866 0.57387 0.22141 -0.1 0.4 -0.1 0.16
H -0.34039 -1.30980 -0.33992 0.3 -0.1 0.3 0.16
```
Positions in Å, forces in eV/Å.

Properties
Electronic energy = -230.58840 a.u.
Charge = +1
M = 63.08 g/mol
LUMO energy = -5.71 eV
Gap between HOMO and LUMO = 0.3926 Eh

---

This record from the Open Molecules 2025 dataset describes a 2-piece molecular cluster, C2H7O2 overall at a distorted geometry. The level of theory is ωB97M-V with the def2-TZVPD basis set.

The geometry in XYZ format:
```
11
Properties=species:S:1:pos:R:3:forces:R:3:lowdin_charge:R:1
O -0.96720 1.29183 -1.01667 1.7 1.0 0.9 -0.01
H -1.68937 0.99534 -1.52382 -1.5 -0.5 -1.1 0.05
H -0.87287 -1.57122 1.06667 0.2 -0.3 0.3 0.10
H -0.67058 2.13370 -1.41139 -0.2 -0.5 0.2 0.10
C -0.08757 -1.24198 0.39600 2.2 -0.5 1.6 0.01
C 0.31196 0.16999 0.70634 1.7 1.7 -2.2 -0.02
O 1.51055 0.55219 0.27035 -0.2 -1.9 2.6 0.10
H 0.92823 -1.90298 0.43785 -2.6 1.3 0.0 0.17
H -0.50428 -1.35720 -0.60011 0.2 0.5 -0.4 0.11
H -0.16476 1.10043 1.17341 -0.2 -2.0 -0.6 0.18
H 2.20589 -0.17009 0.50137 -1.3 1.2 -1.4 0.20
```
Positions in Å, forces in eV/Å.

Properties
Electronic energy = -230.54296 a.u.
Charge = +1
M = 63.08 g/mol
LUMO energy = -6.18 eV
Gap between HOMO and LUMO = 0.3845 Eh

---

This record from the Open Molecules 2025 dataset describes C2H7O3Rh as an isolated structure at a distorted geometry. The level of theory is ωB97M-V with the def2-TZVPD basis set.

The geometry in XYZ format:
```
13
Properties=species:S:1:pos:R:3:forces:R:3:lowdin_charge:R:1
O 0.06582 -0.76431 -0.84321 -1.7 2.9 -2.7 -0.22
C 0.82489 0.42060 -0.57416 0.8 0.9 -0.9 -0.13
C 0.11958 1.30741 0.43576 0.9 0.2 0.0 -0.14
O 0.98058 2.39157 0.69399 -0.7 -1.3 -0.9 0.20
H -0.75265 -0.62644 -1.43746 1.6 0.0 0.8 0.21
H 0.98306 0.94824 -1.52301 0.1 -0.1 0.2 0.17
H 1.79436 0.09246 -0.17908 -0.2 0.1 -0.1 0.16
H -0.08328 0.72796 1.35292 -0.4 0.4 0.4 0.16
H -0.84496 1.64461 0.02043 -0.1 0.2 0.1 0.19
H 0.60023 2.95149 1.37527 -0.1 0.6 0.8 0.16
Rh 0.02442 -2.39324 0.10895 1.4 -2.9 2.0 1.37
O -1.55304 -3.22917 -0.06520 -1.0 -0.3 -0.4 -0.21
H -2.15900 -3.47118 0.63480 -0.7 -0.7 0.6 0.08
```
Positions in Å, forces in eV/Å.

Properties
Electronic energy = -415.70258 a.u.
Charge = +2
Multiplicity = 5
M = 181.98 g/mol
LUMO energy (spin up / spin down) = -9.34 / -14.76 eV
Gap between HOMO and LUMO (spin up / spin down) = 0.3909 / 0.1286 Eh

---

This record from the Open Molecules 2025 dataset describes a 2-piece molecular cluster, C2H7OS overall at a distorted geometry. The level of theory is ωB97M-V with the def2-TZVPD basis set.

The geometry in XYZ format:
```
11
Properties=species:S:1:pos:R:3:forces:R:3:lowdin_charge:R:1
S -0.36820 1.68443 2.41961 -0.3 0.9 0.0 -0.11
H -0.00568 0.63948 3.13057 0.2 -0.7 0.3 -0.47
C 0.36307 0.12260 -1.00825 1.4 0.4 -0.6 -0.41
O -0.29506 1.29617 -0.63066 -1.3 0.5 -0.5 -0.21
C -0.10819 -1.21427 -0.33992 1.1 0.8 -1.6 -0.11
H 1.45777 0.39513 -0.98626 -0.6 -0.9 0.2 0.10
H 0.11505 -0.04548 -2.11586 0.4 0.3 1.2 0.10
H -0.54244 1.48607 0.32565 1.0 -1.2 -0.3 -0.10
H 0.07730 -1.31700 0.72988 -0.4 0.4 -0.1 0.04
H 0.44769 -2.08943 -0.86371 -1.4 1.3 0.6 0.08
H -1.14131 -0.95769 -0.66103 -0.1 -1.8 0.9 0.07
```
Positions in Å, forces in eV/Å.

Properties
Electronic energy = -553.82784 a.u.
Charge = -1
M = 79.14 g/mol
LUMO energy = 4.13 eV
Gap between HOMO and LUMO = 0.2588 Eh

---

This record from the Open Molecules 2025 dataset describes C2H7OS as an isolated structure at a distorted geometry. The level of theory is ωB97M-V with the def2-TZVPD basis set.

The geometry in XYZ format:
```
11
Properties=species:S:1:pos:R:3:forces:R:3:lowdin_charge:R:1
O -1.64147 -2.31889 0.98083 -0.3 0.0 -0.5 -0.38
H -2.19071 -2.16458 0.19656 -0.1 -0.3 0.3 -0.06
C -0.14290 -0.26298 0.58844 -2.3 0.4 3.4 -0.70
S 0.48612 0.32005 -0.86048 0.8 1.5 -0.8 0.61
C 1.07435 1.94716 -0.16565 1.6 -2.2 1.0 -0.44
H -1.11819 0.28244 0.92062 1.2 -0.3 -0.9 0.03
H 0.49833 0.06065 1.44961 0.1 -0.9 -0.6 0.00
H -0.85949 -1.43235 0.74186 0.3 -0.7 0.2 -0.07
H 2.19077 1.74396 0.13442 -1.9 1.3 -1.0 0.06
H 0.70888 2.68405 -0.81226 0.8 1.6 -1.3 -0.03
H 0.53557 2.15106 0.75343 -0.1 -0.4 0.2 0.00
```
Positions in Å, forces in eV/Å.

Properties
Electronic energy = -553.75865 a.u.
Charge = -1
M = 79.14 g/mol
LUMO energy = 3.76 eV
Gap between HOMO and LUMO = 0.2318 Eh

---

This record from the Open Molecules 2025 dataset describes a 2-piece molecular cluster, C2H7S overall. The level of theory is ωB97M-V with the def2-TZVPD basis set.

The geometry in XYZ format:
```
10
Properties=species:S:1:pos:R:3:forces:R:3:lowdin_charge:R:1
S -0.37870 1.99340 -1.18539 -0.1 0.3 -0.1 -0.17
H -0.94018 3.03485 -1.81628 0.0 0.1 -0.1 -0.48
C 0.39854 -0.21426 0.98691 0.6 -0.5 -0.3 -0.25
C -0.07938 -1.06363 -0.19529 -0.3 0.1 -0.1 -0.25
H 0.92576 -0.83626 1.72148 -0.1 0.1 0.1 0.04
H -0.41365 0.34020 1.45057 0.0 -0.1 0.1 0.04
H 1.11314 0.51327 0.60509 -0.1 0.2 0.2 0.01
H -0.44503 -2.04954 0.10438 0.0 0.0 0.1 0.04
H -0.87602 -0.53141 -0.71382 0.0 -0.1 0.0 -0.02
H 0.69553 -1.18660 -0.95764 0.1 -0.1 0.2 0.05
```
Positions in Å, forces in eV/Å.

Properties
Electronic energy = -478.60431 a.u.
Charge = -1
M = 63.15 g/mol
LUMO energy = 4.44 eV
Gap between HOMO and LUMO = 0.2526 Eh

---

This record from the Open Molecules 2025 dataset describes a 2-piece molecular cluster, C2H7S2 overall at a distorted geometry. The level of theory is ωB97M-V with the def2-TZVPD basis set.

The geometry in XYZ format:
```
11
Properties=species:S:1:pos:R:3:forces:R:3:lowdin_charge:R:1
S -3.65959 1.36296 0.60839 0.1 -0.2 -0.9 -0.42
H -3.63367 1.57160 1.90388 0.0 0.1 0.9 -0.55
C 0.56412 -1.54528 -1.31403 0.9 0.0 2.1 -0.34
S 1.90471 -0.71443 -0.03527 -1.6 0.4 -0.9 0.57
C 1.06986 0.83642 0.67158 0.5 0.1 -1.2 -0.42
H 0.37912 -2.57975 -0.71255 0.5 2.3 -2.4 0.06
H -0.34912 -0.92947 -1.24917 0.4 -0.3 0.1 0.01
H 0.98630 -1.44923 -2.38251 -0.5 -0.9 1.9 0.03
H 1.70078 1.27625 1.46023 0.2 -0.4 -0.5 0.02
H 0.16606 0.55613 1.17203 -0.7 -0.2 -0.1 0.00
H 0.87144 1.61480 -0.12256 0.2 -1.0 0.9 0.05
```
Positions in Å, forces in eV/Å.

Properties
Electronic energy = -876.75742 a.u.
Charge = -1
M = 95.21 g/mol
LUMO energy = 3.04 eV
Gap between HOMO and LUMO = 0.2035 Eh